No. 1
Molecular formula: C46H88Cl18N4O4
Method: DFT, ωB97M-V with the def2-TZVPD basis set

Each line ends with the Löwdin spin population.
CARTESIAN COORDINATES (ANGSTROEM)
C1 -5.33 1.30 -4.66  0.007
C2 -5.49 2.84 -4.76  0.026
C3 -4.14 3.40 -4.15  0.000
C4 -3.85 4.84 -4.60  0.000
C5 -3.97 4.91 -6.14  0.001
C6 -5.35 4.55 -6.68  0.027
N1 -5.76 3.26 -6.12  0.356
O1 -6.95 2.88 -6.51  0.542
C7 -6.28 5.75 -6.42  0.014
C8 -5.26 4.45 -8.19  0.005
C9 -6.54 3.25 -3.70  0.015
H1 -4.38 1.00 -5.12  0.000
H2 -6.19 0.74 -5.01  0.000
H3 -5.04 1.13 -3.62  0.000
H4 -4.05 3.10 -3.11  0.000
H5 -3.34 2.87 -4.68  0.000
H6 -2.87 5.19 -4.27  0.000
H7 -4.42 5.59 -4.04  0.000
H8 -3.23 4.15 -6.41  0.001
H9 -3.50 5.82 -6.52  0.000
H10 -6.29 6.05 -5.37  0.000
H11 -5.99 6.68 -6.92  0.001
H12 -7.30 5.68 -6.80  0.002
H13 -6.20 4.12 -8.63  -0.001
H14 -5.17 5.42 -8.68  0.000
H15 -4.55 3.71 -8.56  0.000
H16 -7.56 2.93 -3.91  0.002
H17 -6.50 4.34 -3.62  0.000
H18 -6.32 2.79 -2.74  0.001
C10 2.55 1.93 3.64  0.016
C11 1.65 2.66 4.72  0.026
C12 0.38 3.15 4.04  0.000
C13 -0.75 2.09 4.02  0.000
C14 -1.00 1.50 5.41  0.001
C15 0.28 0.90 6.02  0.025
N2 1.39 1.86 5.93  0.344
O2 2.48 1.28 6.41  0.558
C16 -0.20 0.58 7.46  0.003
C17 0.46 -0.41 5.21  0.014
C18 2.49 3.93 5.09  0.006
H19 3.60 2.07 3.86  0.001
H20 2.34 2.35 2.66  0.001
H21 2.22 0.89 3.66  0.001
H22 -0.10 3.94 4.63  0.001
H23 0.51 3.43 2.99  0.000
H24 -0.52 1.37 3.24  0.000
H25 -1.72 2.51 3.77  0.000
H26 -1.80 0.77 5.28  0.000
H27 -1.29 2.39 5.97  0.001
H28 -0.80 -0.32 7.61  0.000
H29 0.65 0.47 8.14  -0.001
H30 -0.75 1.43 7.87  0.000
H31 1.28 -1.02 5.61  0.002
H32 -0.38 -1.09 5.37  0.001
H33 0.68 -0.35 4.14  0.000
H34 3.37 3.62 5.67  -0.001
H35 1.79 4.48 5.72  0.001
H36 2.87 4.47 4.23  0.000
C19 8.99 -3.64 4.47  0.002
C20 7.55 -3.15 4.21  0.025
C21 7.51 -1.96 5.16  0.004
C22 6.23 -1.17 4.95  0.000
C23 6.14 -0.62 3.52  0.001
C24 6.43 -1.69 2.40  0.024
N3 7.42 -2.70 2.81  0.383
O3 7.93 -3.44 1.89  0.515
C25 5.08 -2.30 2.08  0.018
C26 6.95 -0.93 1.18  0.004
C27 6.55 -4.20 4.65  0.017
H37 9.27 -4.54 3.92  -0.001
H38 9.13 -4.04 5.48  0.000
H39 9.71 -2.84 4.28  0.000
H40 7.50 -2.25 6.21  0.000
H41 8.34 -1.29 4.91  0.001
H42 6.35 -0.29 5.58  0.000
H43 5.29 -1.61 5.30  0.000
H44 6.84 0.20 3.34  0.000
H45 5.15 -0.17 3.42  0.000
H46 4.80 -2.91 2.94  0.000
H47 4.34 -1.58 1.76  0.002
H48 5.09 -3.04 1.27  0.001
H49 8.02 -0.79 1.07  0.000
H50 6.63 -1.46 0.27  0.000
H51 6.41 0.01 1.02  0.000
H52 6.70 -4.78 5.56  0.002
H53 6.70 -4.97 3.88  0.001
H54 5.48 -3.96 4.65  0.000
C28 0.56 -2.45 1.03  0.016
C29 0.68 -1.52 -0.19  0.021
C30 0.80 -2.50 -1.37  0.002
C31 -0.52 -3.23 -1.71  0.000
C32 -1.53 -2.16 -2.06  0.002
C33 -1.78 -1.16 -0.94  0.026
N4 -0.48 -0.62 -0.48  0.376
O4 -0.52 0.40 0.33  0.527
C34 -2.81 -0.13 -1.45  0.002
C35 -2.59 -1.89 0.14  0.018
C36 2.04 -0.81 -0.13  0.001
H55 0.66 -1.75 1.87  0.001
H56 1.41 -3.13 1.06  0.001
H57 -0.39 -2.97 1.11  0.000
H58 1.07 -1.93 -2.27  0.001
H59 1.67 -3.16 -1.33  0.000
H60 -0.81 -3.95 -0.94  0.000
H61 -0.39 -3.81 -2.62  0.000
H62 -2.48 -2.67 -2.20  0.000
H63 -1.13 -1.69 -2.97  0.001
H64 -3.68 -0.58 -1.92  0.000
H65 -3.17 0.50 -0.64  -0.001
H66 -2.36 0.57 -2.16  0.000
H67 -2.69 -1.23 1.01  0.002
H68 -3.59 -2.16 -0.18  0.002
H69 -2.16 -2.81 0.54  0.000
H70 2.90 -1.47 -0.05  0.000
H71 2.07 -0.23 0.80  -0.001
H72 2.23 -0.17 -0.99  0.000
Cl1 -2.58 3.43 1.53  0.000
C37 -3.42 3.72 0.00  0.000
C38 -4.91 3.96 0.12  0.000
Cl2 -5.81 2.54 0.68  0.000
H73 -3.25 2.80 -0.57  0.000
H74 -3.03 4.61 -0.49  0.000
H75 -5.27 4.22 -0.88  0.000
H76 -5.11 4.76 0.83  0.000
Cl3 5.07 -3.37 -4.49  0.000
C39 4.12 -2.14 -3.63  0.000
C40 4.85 -1.73 -2.35  0.000
Cl4 4.90 -3.10 -1.23  0.000
H77 3.15 -2.54 -3.35  0.000
H78 4.03 -1.27 -4.27  0.000
H79 4.40 -0.91 -1.80  0.000
H80 5.86 -1.56 -2.70  0.000
Cl5 -0.75 3.87 -2.57  0.000
C41 0.30 2.42 -2.48  0.000
C42 0.47 1.74 -3.82  0.000
Cl6 1.79 0.51 -3.58  0.002
H81 -0.11 1.70 -1.77  0.001
H82 1.21 2.73 -1.98  0.000
H83 0.79 2.42 -4.61  0.000
H84 -0.43 1.24 -4.16  0.000
C43 -6.07 -3.64 -3.86  0.000
Cl7 -6.57 -4.01 -2.19  0.000
Cl8 -4.32 -4.05 -4.02  0.000
Cl9 -6.32 -1.96 -4.27  0.000
H85 -6.60 -4.24 -4.59  0.000
C44 1.72 -6.41 -5.07  0.000
Cl10 3.29 -6.93 -4.56  0.000
Cl11 1.60 -6.60 -6.84  0.000
Cl12 1.51 -4.70 -4.60  0.000
H86 0.94 -6.96 -4.57  0.000
C45 -7.77 -1.54 -0.09  0.000
Cl13 -8.45 -1.39 1.53  0.000
Cl14 -6.03 -1.35 -0.14  0.000
Cl15 -8.58 -0.37 -1.16  0.000
H87 -8.10 -2.45 -0.57  0.000
C46 0.36 -4.43 4.08  0.000
Cl16 -0.17 -4.16 5.76  0.000
Cl17 -0.24 -5.92 3.36  0.000
Cl18 2.12 -4.23 4.06  0.000
H88 0.02 -3.59 3.49  0.000

Values from the calculation:
E_HOMO (alpha / beta)   -7.9 / -9.4 eV
Electronic energy   -10608.61025 Ha
Multiplicity   5

No. 2
Molecular formula: C46H88F5N2O17S3
Method: DFT, ωB97M-V with the def2-TZVPD basis set

Each line ends with the Mulliken charge.
CARTESIAN COORDINATES (ANGSTROEM)
C1 5.75 -3.14 1.82  -0.608
C2 6.52 -2.62 0.87  -0.231
C3 6.37 -1.23 0.39  0.560
O1 7.24 -0.58 -0.08  -0.568
O2 5.10 -0.71 0.48  -0.210
C4 4.21 -1.47 -0.37  -1.095
C5 3.18 -0.53 -0.99  0.323
C6 3.25 -0.53 -2.53  -1.284
C7 1.99 0.12 -3.10  -0.785
C8 1.00 -0.96 -3.55  -0.176
C9 0.02 -0.41 -4.61  -3.128
C10 -1.45 -0.48 -4.23  0.607
S1 -2.34 0.18 -5.73  1.631
C11 -4.10 -0.05 -5.62  -0.673
O3 -2.10 1.61 -5.71  -0.712
O4 -1.81 -0.43 -6.90  -0.669
N1 -1.67 0.64 -3.21  0.446
C12 -1.74 0.14 -1.82  -2.016
S2 -1.53 1.44 -0.55  1.519
O5 -0.11 1.64 -0.51  -0.651
O6 -2.10 1.15 0.71  -0.527
C13 -2.22 3.09 -1.13  0.739
F1 -3.46 3.25 -0.75  -0.165
F2 -1.47 3.97 -0.50  -0.166
F3 -2.07 3.26 -2.44  -0.243
C14 -3.00 -0.77 -1.66  -1.043
C15 -2.60 -1.67 -0.47  -0.716
O7 -3.63 -2.19 0.32  -0.195
C16 -3.30 -2.23 1.66  0.814
C17 -4.23 -1.49 2.55  -0.670
O8 -2.35 -2.82 2.04  -0.550
C18 -4.22 0.19 -1.51  -1.626
O9 -4.72 0.35 -0.22  0.132
C19 -5.91 1.06 -0.16  1.331
C20 -6.31 2.00 -1.10  -0.298
C21 -7.51 2.70 -0.95  -0.931
C22 -8.32 2.48 0.16  -0.649
C23 -7.91 1.52 1.10  -0.728
C24 -6.72 0.82 0.94  -0.673
N2 -3.23 -1.53 -2.93  1.018
S3 -4.30 -2.77 -2.72  1.196
O10 -3.64 -3.95 -2.27  -0.555
O11 -5.41 -2.31 -1.98  -0.567
F4 -4.78 -3.02 -4.16  -0.262
C25 -1.98 -1.82 -3.69  0.586
C26 -2.02 -2.98 -4.68  -0.169
F5 -2.86 -2.73 -5.76  -0.492
C27 -0.67 -3.40 -5.25  -0.371
C28 -0.73 -4.88 -5.66  -1.705
H1 5.59 -4.21 1.87  0.266
H2 5.27 -2.45 2.50  0.312
H3 7.31 -3.18 0.39  0.378
H4 3.66 -2.25 0.16  0.411
H5 4.77 -1.96 -1.17  0.588
H6 3.37 0.49 -0.66  0.383
H7 2.17 -0.84 -0.72  -0.227
H8 3.42 -1.52 -2.96  0.505
H9 4.12 0.07 -2.81  0.351
H10 1.55 0.81 -2.37  0.040
H11 2.30 0.67 -3.99  0.619
H12 1.62 -1.72 -4.03  1.207
H13 0.53 -1.46 -2.70  -0.552
H14 0.18 -0.92 -5.55  0.645
H15 0.29 0.62 -4.83  1.522
H16 -4.39 -1.03 -5.96  0.241
H17 -4.55 0.74 -6.21  0.569
H18 -4.42 0.09 -4.58  -0.021
H19 -0.91 1.33 -3.30  0.909
H20 -2.54 1.13 -3.43  0.908
H21 -0.88 -0.52 -1.67  0.250
H22 -1.86 -1.20 0.18  1.134
H23 -2.06 -2.52 -0.91  -0.200
H24 -3.89 -0.47 2.68  0.274
H25 -5.20 -1.49 2.07  0.190
H26 -4.34 -2.01 3.50  0.158
H27 -5.04 -0.15 -2.15  1.446
H28 -3.97 1.19 -1.91  0.344
H29 -5.71 2.23 -1.96  0.217
H30 -7.80 3.44 -1.68  0.414
H31 -9.23 3.03 0.29  0.428
H32 -8.54 1.36 1.96  0.445
H33 -6.45 0.12 1.71  0.209
H34 -1.25 -2.17 -2.95  -0.820
H35 -2.38 -3.89 -4.22  0.991
H36 -0.41 -2.83 -6.14  0.444
H37 0.11 -3.33 -4.49  -0.031
H38 -0.97 -5.50 -4.80  0.408
H39 0.27 -5.18 -5.98  0.483
H40 -1.45 -5.03 -6.46  0.359
C29 -4.72 -3.69 7.98  -1.276
C30 -5.20 -2.81 6.83  0.389
C31 -6.06 -3.60 5.86  -1.182
O12 -4.08 -2.25 6.15  -0.541
H41 -4.11 -4.52 7.60  0.340
H42 -4.10 -3.12 8.67  0.315
H43 -5.56 -4.12 8.53  0.381
H44 -5.77 -1.97 7.23  0.263
H45 -5.49 -4.42 5.41  0.305
H46 -6.40 -2.96 5.04  0.255
H47 -6.94 -4.02 6.35  0.417
H48 -3.56 -2.98 5.79  0.338
C32 5.25 2.18 2.79  -1.234
C33 4.37 1.30 3.66  0.753
C34 3.82 2.06 4.86  -1.354
O13 5.11 0.16 4.10  -0.538
H49 6.11 2.54 3.36  0.377
H50 5.64 1.62 1.94  0.234
H51 4.70 3.05 2.42  0.335
H52 3.54 0.91 3.06  0.151
H53 4.64 2.41 5.49  0.261
H54 3.20 1.41 5.47  0.384
H55 3.23 2.92 4.55  0.297
H56 5.85 0.48 4.63  0.346
C35 0.13 -4.82 -0.21  -0.721
C36 1.54 -4.89 0.36  0.307
C37 1.55 -5.51 1.74  -1.364
O14 2.11 -3.58 0.41  -0.465
H57 -0.51 -4.20 0.42  0.038
H58 0.15 -4.37 -1.21  -0.039
H59 -0.32 -5.81 -0.29  0.494
H60 2.18 -5.47 -0.31  0.351
H61 0.95 -4.91 2.44  0.310
H62 2.56 -5.55 2.14  0.321
H63 1.15 -6.52 1.73  0.421
H64 1.56 -3.04 1.00  0.219
C38 5.75 5.82 6.81  -1.186
C39 4.86 4.94 7.68  0.552
C40 4.32 5.70 8.88  -1.391
O15 5.61 3.80 8.12  -0.552
H65 6.61 6.18 7.38  0.329
H66 6.13 5.26 5.96  0.283
H67 5.20 6.69 6.44  0.357
H68 4.03 4.55 7.09  0.223
H69 5.14 6.05 9.51  0.347
H70 3.70 5.05 9.50  0.345
H71 3.73 6.56 8.57  0.357
H72 6.35 4.11 8.65  0.347
C41 4.89 -1.50 -6.90  -1.429
C42 4.03 -0.26 -6.66  0.854
C43 4.32 0.82 -7.69  -1.415
O16 4.27 0.24 -5.34  -0.411
H73 5.95 -1.25 -6.82  0.364
H74 4.67 -2.26 -6.16  0.327
H75 4.71 -1.92 -7.89  0.398
H76 2.97 -0.53 -6.71  -0.018
H77 5.36 1.14 -7.63  0.346
H78 3.70 1.70 -7.50  0.349
H79 4.12 0.47 -8.70  0.393
H80 5.20 0.49 -5.28  0.296
C44 0.41 5.27 1.69  -0.844
C45 0.19 6.59 2.42  0.316
C46 -0.28 7.68 1.46  -1.247
O17 1.40 7.01 3.05  -0.540
H81 1.18 5.37 0.92  0.370
H82 0.76 4.51 2.39  0.279
H83 -0.51 4.92 1.23  0.098
H84 -0.54 6.46 3.21  0.287
H85 0.46 7.85 0.68  0.329
H86 -0.43 8.62 1.99  0.335
H87 -1.22 7.40 0.98  0.331
H88 2.07 7.13 2.36  0.342

Values from the calculation:
E_HOMO   -11.1 eV
Electronic energy   -4887.59165 Ha
Net charge   +1
Multiplicity   1

No. 3
Molecular formula: C46H88O36
Method: DFT, ωB97M-V with the def2-TZVPD basis set

Each line ends with the Mulliken charge.
CARTESIAN COORDINATES (ANGSTROEM)
C1 1.11 3.62 -6.43  0.062
C2 0.84 2.46 -7.39  -0.380
O1 -0.34 1.84 -6.88  -0.331
C3 -1.00 2.65 -6.07  0.722
O2 -2.11 2.45 -5.55  -0.585
O3 -0.20 3.79 -5.87  -0.332
H1 1.44 4.56 -6.89  0.292
H2 1.75 3.32 -5.60  -0.003
H3 1.69 1.79 -7.58  0.310
H4 0.58 2.88 -8.37  0.300
C4 5.34 1.37 -1.68  -0.172
C5 4.16 0.40 -1.54  1.168
O4 4.31 0.02 -0.19  -0.149
C6 5.05 0.84 0.54  0.561
O5 5.31 0.65 1.76  -0.626
O6 5.68 1.73 -0.35  -0.395
H5 4.94 2.23 -2.22  0.168
H6 6.17 0.89 -2.19  0.286
H7 4.21 -0.46 -2.20  0.141
H8 3.22 0.92 -1.74  -0.954
C7 -1.37 2.52 2.35  -0.234
C8 -2.03 3.73 3.15  -0.283
O7 -3.25 4.03 2.46  -0.341
C9 -4.42 3.66 2.95  0.881
O8 -4.59 3.02 4.02  -0.625
O9 -5.34 3.95 2.02  -0.325
C10 -6.68 3.80 2.40  -0.633
H9 -1.10 2.94 1.38  0.226
H10 -2.00 1.63 2.31  0.040
H11 -0.42 2.23 2.81  0.168
H12 -1.26 4.51 3.10  0.250
H13 -2.13 3.53 4.21  0.070
H14 -6.85 4.30 3.35  0.322
H15 -6.99 2.75 2.45  0.202
H16 -7.28 4.10 1.54  0.280
C11 -0.85 -0.80 -4.21  0.034
C12 0.31 -1.03 -5.15  -0.756
O10 1.59 -0.67 -4.58  0.496
C13 2.79 -1.05 -5.19  0.203
O11 3.90 -0.99 -4.60  -0.632
O12 2.61 -1.42 -6.50  -0.326
C14 3.70 -1.64 -7.44  -0.833
H17 -1.75 -1.12 -4.73  0.514
H18 -0.92 0.25 -3.93  -0.187
H19 -0.84 -1.39 -3.29  -0.573
H20 0.18 -0.41 -6.04  0.607
H21 0.49 -2.07 -5.46  0.482
H22 4.09 -0.64 -7.64  0.330
H23 3.48 -2.16 -8.38  0.294
H24 4.60 -1.97 -6.93  0.314
C15 -3.43 -6.46 -3.14  -1.105
C16 -3.37 -4.91 -3.19  -0.453
O13 -2.18 -4.50 -2.54  0.110
C17 -0.98 -4.37 -3.20  0.087
O14 -0.70 -4.81 -4.33  -0.602
O15 -0.21 -3.61 -2.37  0.546
C18 1.13 -3.24 -2.73  -1.022
H25 -4.45 -6.68 -3.47  0.462
H26 -3.41 -6.76 -2.09  0.209
H27 -2.63 -6.86 -3.77  0.278
H28 -4.24 -4.60 -2.60  0.326
H29 -3.46 -4.49 -4.19  0.371
H30 1.84 -3.81 -2.13  0.429
H31 1.25 -2.16 -2.74  0.002
H32 1.43 -3.38 -3.77  0.388
C19 -3.91 0.15 -2.16  -0.858
C20 -3.70 1.23 -1.08  -0.024
O16 -3.62 0.70 0.22  0.088
C21 -4.62 0.10 0.86  0.333
O17 -5.57 -0.48 0.32  -0.627
O18 -4.47 0.25 2.22  0.172
C22 -5.26 -0.32 3.15  -0.791
H33 -4.94 -0.20 -2.10  0.405
H34 -3.25 -0.69 -1.94  -0.113
H35 -3.71 0.46 -3.18  0.429
H36 -4.40 2.05 -1.23  0.380
H37 -2.72 1.66 -1.25  -0.198
H38 -6.20 0.21 2.99  0.273
H39 -4.95 -0.24 4.19  0.130
H40 -5.53 -1.36 2.96  0.333
C23 3.22 1.95 4.23  -1.195
C24 3.06 2.65 2.87  0.553
O19 2.19 3.75 3.05  0.116
C25 2.64 5.01 3.42  0.345
O20 3.82 5.30 3.67  -0.600
O21 1.64 5.95 3.29  -0.205
C26 2.12 7.35 3.44  -0.750
H41 3.60 2.59 5.03  0.367
H42 3.67 0.96 4.28  0.349
H43 2.22 1.90 4.66  0.204
H44 2.58 2.03 2.11  -0.495
H45 3.92 2.93 2.27  0.561
H46 1.34 8.06 3.18  0.257
H47 2.99 7.46 2.80  0.307
H48 2.51 7.67 4.41  0.291
C27 -1.19 -2.36 0.49  -0.775
C28 -0.32 -1.12 0.60  -0.105
O22 -0.43 -0.39 -0.59  0.426
C29 0.21 0.72 -0.72  0.120
O23 1.07 1.14 0.05  -0.493
O24 -0.26 1.33 -1.85  0.882
C30 0.34 2.46 -2.40  -0.948
H49 -0.57 -3.14 0.04  -0.396
H50 -2.20 -2.28 0.09  0.081
H51 -1.32 -2.66 1.53  0.382
H52 0.72 -1.38 0.78  0.327
H53 -0.69 -0.49 1.41  -0.075
H54 -0.06 2.63 -3.40  -0.027
H55 1.39 2.32 -2.64  -0.107
H56 0.31 3.33 -1.74  0.623
C31 0.08 -7.49 -1.70  -1.330
C32 0.40 -6.83 -0.42  0.039
O25 1.41 -5.87 -0.47  -0.258
C33 1.88 -5.40 0.71  0.670
O26 1.83 -5.98 1.83  -0.582
O27 2.51 -4.20 0.49  -0.209
C34 3.01 -3.42 1.57  -0.446
H57 0.77 -8.29 -1.96  0.373
H58 0.02 -6.79 -2.54  0.219
H59 -0.93 -7.89 -1.75  0.375
H60 0.66 -7.55 0.36  0.563
H61 -0.53 -6.40 -0.06  0.049
H62 3.53 -4.03 2.31  0.391
H63 2.18 -2.86 1.99  0.047
H64 3.74 -2.70 1.19  0.203
C35 -2.74 -5.31 3.20  -1.221
C36 -1.27 -5.72 3.37  0.203
O28 -0.84 -5.24 4.68  -0.313
C37 0.42 -5.35 5.15  0.853
O29 1.25 -5.98 4.52  -0.551
O30 0.54 -4.57 6.21  -0.342
C38 1.78 -4.21 6.71  -0.618
H65 -3.45 -5.68 3.94  0.378
H66 -3.11 -5.55 2.20  0.350
H67 -2.70 -4.23 3.36  0.216
H68 -0.57 -5.66 2.53  -0.040
H69 -1.38 -6.79 3.51  0.333
H70 2.43 -5.08 6.63  0.351
H71 1.78 -3.94 7.77  0.235
H72 2.20 -3.39 6.14  0.220
C39 -2.99 1.39 7.85  -1.442
C40 -2.77 1.43 6.32  0.303
O31 -2.04 0.28 5.82  -0.295
C41 -0.78 0.29 5.48  0.880
O32 0.03 1.22 5.52  -0.696
O33 -0.41 -0.98 5.26  -0.295
C42 0.79 -1.22 4.55  0.159
H73 -3.74 2.15 8.06  0.408
H74 -2.09 1.66 8.39  0.320
H75 -3.21 0.40 8.24  0.329
H76 -2.18 2.32 6.08  0.084
H77 -3.71 1.57 5.78  0.188
H78 0.98 -2.22 4.93  -0.325
H79 1.71 -0.74 4.87  0.326
H80 0.79 -1.24 3.46  -0.041
C43 2.06 7.48 -4.95  -1.240
C44 2.15 6.70 -3.63  -0.134
O34 2.71 5.46 -3.92  -0.220
C45 2.91 4.58 -2.96  0.772
O35 3.50 3.56 -3.20  -0.599
O36 2.54 4.98 -1.77  -0.397
C46 2.67 4.21 -0.62  -0.008
H81 1.41 8.36 -4.84  0.403
H82 1.69 6.90 -5.79  0.189
H83 2.97 7.85 -5.42  0.347
H84 1.16 6.63 -3.19  0.295
H85 2.79 7.31 -3.00  0.299
H86 2.60 4.83 0.27  0.096
H87 3.63 3.69 -0.60  0.220
H88 1.84 3.52 -0.55  -0.107

Values from the calculation:
E_HOMO   -10.2 eV
Energy above the lowest of the compared OMol25 structures with the same formula, charge and spin   29.2 kcal/mol
Electronic energy   -4514.10796 Ha
Multiplicity   1
SMILES   CCOC(=O)OC.CCOC(=O)OC.CCOC(=O)OC.CCOC(=O)OC.CCOC(=O)OC.CCOC(=O)OC.CCOC(=O)OC.CCOC(=O)OC.CCOC(=O)OC.CCOC(=O)OC.O=C1OCCO1.O=C1OCCO1